1.
# C9H17CaN3O5Se

A structure of composition C9H17CaN3O5Se at a distorted geometry (the ωB97M-V functional and the def2-TZVPD basis, OMol25).

2S+1: 1
Net charge: 0
Gap between HOMO and LUMO: 0.289 Ha
Molecular weight: 366.29 Da
HOMO energy: -7.673 eV
DFT total energy: -108104.9739 eV
E_LUMO: 0.0071 Ha

Cartesian coordinates (Å):
Ca1 -0.17280 -0.23360 0.02410
O1 -1.45580 3.83290 -0.71900
C1 -0.91110 2.72200 -0.25300
O2 -1.51940 1.68000 -0.17750
C2 0.53390 2.88920 0.15440
O3 1.03120 1.69420 0.67970
C3 0.91630 1.54510 2.09320
C4 0.73180 0.01390 2.20840
O4 1.73620 -0.68500 2.29380
O5 -0.44410 -0.37440 2.02670
H1 -2.35400 3.68120 -1.05810
H2 0.63730 3.73130 0.84910
H3 1.09570 3.12670 -0.76130
H4 0.03040 2.05490 2.48770
H5 1.83440 1.88800 2.58480
N1 -2.17340 -1.30740 -0.39980
C5 -2.09180 -2.63920 -0.99810
C6 -1.83290 -3.71290 0.05930
C7 -0.58950 -3.49780 0.92600
C8 0.73140 -3.53600 0.15360
N2 1.20110 -2.17680 -0.13010
H6 -2.78820 -1.34050 0.41210
H7 -2.58680 -0.66360 -1.06750
H8 -1.28140 -2.61150 -1.73010
H9 -3.03080 -2.90580 -1.51410
H10 -1.75950 -4.67750 -0.45320
H11 -2.70060 -3.75920 0.72410
H12 -0.57810 -4.27950 1.68990
H13 -0.64410 -2.52850 1.42460
H14 0.60160 -4.07920 -0.79130
H15 1.48040 -4.07510 0.75270
H16 1.95210 -2.22000 -0.81750
H17 1.63290 -1.82760 0.72860
Se1 1.70260 2.25920 -3.43830
C9 0.87520 1.00160 -2.59090
N3 0.27910 0.18450 -2.00290

natural (NBO) population analysis, charges in e, atoms 1 to 4: atom 1 (Ca): 1.735, atom 2 (O): -0.653, atom 3 (C): 0.804, atom 4 (O): -0.664



2.
# C5H10N2O2

The molecule C5H10N2O2 at a distorted geometry (the ωB97M-V functional and the def2-TZVPD basis, OMol25).

2S+1: 1
Net charge: 0
Gap between HOMO and LUMO: 0.373 Ha
Molecular weight: 130.15 Da
HOMO energy: -9.475 eV
DFT total energy: -12420.0650 eV
E_LUMO: 0.0245 Ha

Cartesian coordinates (Å):
C1 2.62306 -0.06104 0.08857
C2 -0.40445 -0.35513 0.92230
C3 -1.50556 -1.05264 0.23812
C4 1.46992 0.50040 -0.58150
C5 -0.52290 1.81649 -0.12972
N1 0.22204 0.59928 0.04403
N2 -1.11305 -1.92629 -0.90789
O1 3.08428 -1.11305 0.42841
O2 2.79194 1.19342 0.30620
H1 -0.89671 0.18461 1.80010
H2 0.23527 -1.06108 1.33868
H3 -1.91933 -1.68743 1.04440
H4 -2.15724 -0.29166 -0.19937
H5 1.53356 1.07635 -1.52378
H6 -0.30709 2.66433 0.54117
H7 -0.43740 2.10077 -1.19714
H8 -1.63787 1.76495 -0.16154
H9 -0.81333 -2.84471 -0.66713
H10 -0.24514 -1.50756 -1.38391

natural (NBO) population analysis, charges in e, atoms 1 to 4: atom 1 (C): 0.726, atom 2 (C): -0.222, atom 3 (C): -0.225, atom 4 (C): 0.126



3.
# C12H30N2O4Rb

A structure of composition C12H30N2O4Rb at a distorted geometry (the ωB97M-V functional and the def2-TZVPD basis, OMol25).

2S+1: 1
Net charge: +1
Gap between HOMO and LUMO: 0.347 Ha
Molecular weight: 351.85 Da
HOMO energy: -11.944 eV
DFT total energy: -24748.4680 eV
E_LUMO: -0.0917 Ha

Cartesian coordinates (Å):
Rb1 -0.38614 0.59430 0.62557
C1 -3.54878 1.74859 -0.75824
O1 -3.22891 0.49647 -0.15408
C2 -4.07621 0.09312 0.89283
C3 -3.60547 0.86702 2.13770
N1 -2.38066 0.24097 2.66236
C4 -1.82454 0.79878 3.87086
C5 -0.64176 -0.10935 4.41388
O2 0.31979 -0.33712 3.42290
C6 1.55323 -0.66578 4.03743
H1 -2.76381 2.02094 -1.46375
H2 -3.70016 2.61731 -0.11753
H3 -4.45982 1.71751 -1.35586
H4 -4.06135 -0.99476 0.95914
H5 -5.12180 0.28420 0.65133
H6 -4.37863 1.00718 2.89313
H7 -3.37408 1.90943 1.91876
H8 -2.61654 -0.74108 2.66840
H9 -2.54250 1.04372 4.65357
H10 -1.35791 1.72485 3.53509
H11 -1.01641 -1.05354 4.80914
H12 -0.34764 0.43692 5.31008
H13 2.18343 -0.95229 3.19549
H14 1.47736 -1.50624 4.72734
H15 2.03072 0.20658 4.48362
C7 5.08393 1.10789 -4.57322
O3 3.92120 1.42720 -3.72272
C8 3.72917 0.51032 -2.65153
C9 2.57833 0.93767 -1.78884
N2 1.92666 -0.25440 -1.21311
C10 1.33066 -1.22250 -2.19791
C11 0.68573 -2.36914 -1.42508
O4 -0.53096 -2.00178 -0.79686
C12 -1.48236 -1.65129 -1.76483
H16 4.87574 0.11765 -4.97842
H17 6.00053 1.01625 -3.99051
H18 5.20152 1.85362 -5.35945
H19 4.60402 0.20983 -2.07494
H20 3.50863 -0.42874 -3.15910
H21 1.92790 1.58713 -2.37470
H22 2.83188 1.59979 -0.96093
H23 2.56282 -0.62824 -0.52345
H24 2.07683 -1.73304 -2.80676
H25 0.64003 -0.70565 -2.86424
H26 1.19425 -2.90815 -0.62572
H27 0.48994 -3.19640 -2.10728
H28 -1.41287 -0.62750 -2.13242
H29 -2.44246 -1.80822 -1.27321
H30 -1.43262 -2.27991 -2.65391

natural (NBO) population analysis, charges in e, atoms 1 to 4: atom 1 (Rb): 0.948, atom 2 (C): -0.274, atom 3 (O): -0.569, atom 4 (C): -0.080



Which value of DFT total energy does entry 2 give?
-12420.0650 eV